(1)
2 unconnected molecules or ions with the total composition C16H16N3O3 in a non-equilibrium geometry, computed with the ωB97M-V functional and the def2-TZVPD basis.

Summary:
- Energy relative to the best compared isomer or geometry (same formula, charge and spin): 0.000 eV
- LUMO level: 2.5 eV
- Total charge: -1
- Frontier orbital gap: 0.1909 Eh
- Molar mass: 298.32 g/mol

Each line ends with the Löwdin charge.
Atoms and positions in Å:
C  -4.480  0.784  2.270  -0.08
O  -3.760  -0.361  2.763  -0.11
C  -2.429  -0.463  2.481  -0.27
C  -1.823  -1.711  2.821  -0.01
C  -0.497  -1.924  2.457  -0.03
C  0.262  -0.940  1.783  -0.15
C  1.693  -1.257  1.165  -0.21
C  2.646  -0.226  1.829  -0.24
C  4.031  -0.489  1.730  -0.33
N  5.154  -0.608  1.733  0.10
C  2.268  0.937  2.529  -0.29
N  1.958  1.913  3.181  0.06
C  -0.372  0.265  1.466  -0.07
C  -1.706  0.539  1.781  -0.01
H  -5.499  0.597  2.605  0.08
H  -4.095  1.711  2.715  0.09
H  -4.448  0.847  1.173  0.09
H  -2.387  -2.470  3.384  0.11
H  0.046  -2.843  2.728  0.12
H  1.979  -2.308  1.281  0.13
H  0.192  1.072  1.001  0.11
H  -2.163  1.530  1.562  0.11
O  -0.959  1.112  -1.470  0.17
C  -1.462  0.106  -1.803  -0.40
C  1.131  -2.164  -1.215  -0.24
C  1.545  -2.043  -2.661  -0.27
C  2.879  -1.276  -2.588  -0.17
C  3.073  -0.923  -1.063  -0.09
N  1.816  -1.358  -0.315  -0.16
O  -1.953  -0.891  -2.153  0.19
H  0.161  -2.504  -0.995  0.04
H  1.735  -3.075  -3.140  0.10
H  0.832  -1.472  -3.391  0.09
H  3.762  -1.913  -2.896  0.11
H  2.884  -0.304  -3.186  0.11
H  4.034  -1.240  -0.677  0.10
H  2.966  0.110  -0.902  0.10
H  1.387  -0.390  -0.218  0.12

=====

(2)
2 unconnected molecules or ions with the total composition C5H12N2O in a non-equilibrium geometry, computed with the ωB97M-V functional and the def2-TZVPD basis.

Summary:
- Energy relative to the best compared isomer or geometry (same formula, charge and spin): 1.364 eV
- 2S+1: 2
- LUMO level (alpha / beta): 3.8 / 3.7 eV
- Total charge: -1
- Frontier orbital gap (alpha / beta): 0.1320 / 0.2591 Eh
- Molar mass: 116.16 g/mol

Each line ends with the Mulliken spin population.
Atoms and positions in Å:
C  -0.756  -1.471  0.105  0.00
C  -0.061  -1.122  -1.209  0.03
C  0.333  0.316  -1.359  -0.02
C  1.627  0.703  -1.479  0.18
C  -0.758  2.189  -0.483  0.59
N  -0.741  1.165  -1.354  0.17
N  0.158  -1.498  1.223  0.03
H  -1.280  -2.424  -0.067  -0.02
H  -1.551  -0.720  0.202  0.03
H  0.857  -1.738  -1.217  0.00
H  -0.675  -1.417  -2.057  -0.01
H  2.429  -0.011  -1.573  0.00
H  1.842  1.744  -1.666  0.00
H  -0.047  2.396  0.308  -0.04
H  -1.589  2.889  -0.549  0.04
H  -0.205  -1.639  2.143  -0.01
H  1.119  -1.565  0.947  -0.01
H  0.190  0.432  2.096  -0.04
H  -0.871  0.734  3.157  -0.03
O  -0.020  1.037  2.832  0.11

=====

(3)
4 unconnected molecules or ions with the total composition C21H21N3O7 in a non-equilibrium geometry, computed with the ωB97M-V functional and the def2-TZVPD basis.

Summary:
- Energy relative to the best compared isomer or geometry (same formula, charge and spin): 11.385 eV
- LUMO level: -0.9 eV
- Total charge: 0
- Frontier orbital gap: 0.3337 Eh
- Molar mass: 427.41 g/mol

Each line ends with the Löwdin charge.
Atoms and positions in Å:
C  27.165  32.637  -22.992  -0.08
C  27.086  34.024  -22.925  -0.06
C  27.491  34.818  -23.980  0.00
C  27.947  34.200  -25.141  -0.16
C  28.132  32.830  -25.183  0.01
C  27.710  32.029  -24.110  -0.04
N  28.302  35.019  -26.289  -0.35
O  28.206  34.551  -27.404  0.09
O  28.725  36.145  -26.056  0.07
H  27.018  32.015  -22.121  0.06
H  26.787  34.533  -22.017  0.11
H  27.516  35.899  -23.958  0.12
H  28.533  32.320  -26.048  0.12
H  27.825  30.957  -24.169  0.11
C  27.924  29.982  -16.407  -0.09
C  27.140  28.873  -16.157  -0.08
C  27.596  27.611  -16.541  0.00
C  28.794  27.485  -17.210  -0.15
C  29.574  28.613  -17.453  -0.01
C  29.103  29.873  -17.159  -0.08
N  29.244  26.140  -17.559  -0.36
O  28.464  25.224  -17.392  0.08
O  30.359  25.991  -17.992  0.09
H  27.487  30.931  -16.117  0.11
H  26.233  28.898  -15.570  0.11
H  26.928  26.763  -16.469  0.12
H  30.576  28.429  -17.824  0.12
H  29.731  30.733  -17.341  0.11
C  31.150  33.321  -20.709  -0.07
C  31.158  34.520  -19.991  -0.05
C  30.024  34.838  -19.262  -0.01
C  28.913  34.024  -19.368  -0.14
C  28.893  32.890  -20.166  -0.02
C  30.064  32.464  -20.798  -0.04
N  27.636  34.414  -18.709  -0.34
O  26.642  33.757  -18.963  0.05
O  27.717  35.258  -17.843  0.09
H  32.109  33.009  -21.112  0.11
H  32.025  35.156  -19.919  0.11
H  30.066  35.758  -18.694  0.12
H  27.977  32.317  -20.131  0.09
H  30.092  31.536  -21.347  0.11
C  26.306  30.045  -19.226  -0.02
C  25.829  30.424  -20.606  -0.50
O  26.158  29.827  -21.606  0.07
C  24.794  31.512  -20.666  -0.03
H  25.978  29.062  -18.893  0.09
H  26.029  30.736  -18.425  0.08
H  27.393  30.133  -19.166  0.07
H  24.142  31.458  -21.540  0.09
H  25.184  32.532  -20.710  0.06
H  24.114  31.449  -19.813  0.09

=====

(4)
2 unconnected molecules or ions with the total composition C26H44I2N5O6 in a non-equilibrium geometry, computed with the ωB97M-V functional and the def2-TZVPD basis.

Summary:
- LUMO level: -4.1 eV
- Total charge: +1
- Frontier orbital gap: 0.2380 Eh
- Molar mass: 776.48 g/mol

Each line ends with the Löwdin charge.
Atoms and positions in Å:
C  3.671  4.267  -1.379  -0.11
C  2.614  3.026  -1.178  -0.19
C  1.253  3.546  -0.453  -0.20
O  0.689  4.672  -1.193  -0.17
C  -0.772  4.697  -1.067  -0.11
N  -1.428  3.558  -1.816  0.08
C  -0.770  3.206  -3.139  -0.14
O  -0.025  1.971  -3.081  -0.19
C  0.474  1.609  -4.414  -0.21
C  -0.617  0.873  -5.346  -0.08
C  -2.498  2.877  -1.402  -0.11
N  -3.137  1.737  -2.081  0.10
C  -2.552  0.516  -1.445  -0.21
C  -3.136  -0.878  -2.064  -0.21
C  -4.541  -0.787  -2.749  -0.04
C  -5.099  -2.134  -3.401  -0.02
C  -4.160  -3.415  -3.303  -0.02
C  -2.802  -3.230  -2.542  -0.10
N  -2.274  -2.027  -1.944  0.06
C  -2.823  0.663  0.155  -0.25
C  -3.372  -0.671  0.871  -0.67
I  -5.547  -0.940  0.734  0.93
C  -3.049  -0.477  2.475  -0.78
C  -4.010  -1.342  3.440  -0.30
I  -0.983  -1.144  2.925  0.79
C  -3.779  1.973  0.406  -0.14
N  -3.106  3.256  -0.072  -0.14
N  -4.059  4.271  -0.239  0.10
C  -3.769  5.258  0.615  -0.09
O  -3.710  6.301  1.296  0.16
H  3.297  5.226  -0.847  0.08
H  3.764  4.498  -2.503  0.07
H  4.707  3.926  -1.003  0.08
H  3.118  2.154  -0.596  0.12
H  2.417  2.600  -2.240  0.09
H  0.515  2.655  -0.341  0.13
H  1.544  3.960  0.599  0.15
H  -0.984  4.698  0.060  0.15
H  -1.092  5.690  -1.582  0.18
H  -0.138  4.093  -3.554  0.17
H  -1.603  3.047  -3.942  0.15
H  1.385  0.898  -4.307  0.14
H  0.858  2.600  -4.894  0.13
H  -0.306  -0.182  -5.702  0.09
H  -1.671  0.803  -4.850  0.07
H  -0.787  1.487  -6.318  0.09
H  -3.044  1.756  -3.107  0.12
H  -1.405  0.446  -1.577  0.15
H  -5.193  0.155  -2.829  0.10
H  -6.112  -2.151  -3.943  0.10
H  -4.531  -4.394  -3.775  0.10
H  -2.125  -4.173  -2.478  0.11
H  -1.801  0.926  0.643  0.13
H  -2.839  -1.640  0.570  0.07
H  -3.077  0.631  2.793  0.07
H  -4.203  -2.423  3.065  0.08
H  -3.429  -1.470  4.443  0.05
H  -4.993  -0.798  3.738  0.07
H  -4.814  1.867  -0.103  0.10
H  -3.994  2.134  1.531  0.13
C  5.272  -5.248  5.488  -0.11
O  4.774  -4.909  4.207  -0.21
C  3.354  -4.995  4.127  -0.19
C  2.803  -3.956  3.151  -0.17
O  2.807  -2.619  3.662  -0.15
C  4.088  -2.001  3.816  -0.17
C  4.775  -1.664  2.494  -0.19
O  5.306  -2.838  1.889  -0.20
C  5.273  -2.794  0.475  -0.11
H  5.131  -6.316  5.679  0.09
H  6.339  -5.020  5.510  0.09
H  4.782  -4.655  6.267  0.09
H  2.896  -4.844  5.112  0.13
H  3.107  -6.000  3.769  0.13
H  1.749  -4.194  2.975  0.12
H  3.299  -4.007  2.184  0.11
H  4.732  -2.589  4.471  0.12
H  3.893  -1.059  4.339  0.13
H  5.613  -0.982  2.680  0.13
H  4.057  -1.169  1.829  0.12
H  4.262  -2.571  0.116  0.08
H  5.559  -3.777  0.096  0.09
H  5.979  -2.045  0.103  0.09

=====

(5)
C4H5N3 in the gas phase in a non-equilibrium geometry, computed with the ωB97M-V functional and the def2-TZVPD basis.

Summary:
- Energy relative to the best compared isomer or geometry (same formula, charge and spin): 3.545 eV
- LUMO level: 0.8 eV
- Total charge: 0
- Frontier orbital gap: 0.3936 Eh
- Molar mass: 95.10 g/mol

Each line ends with the Löwdin charge.
Atoms and positions in Å:
C  -2.248  0.581  0.040  -0.14
C  -0.935  1.100  -0.038  -0.05
C  2.122  -1.037  0.142  0.01
C  1.241  -0.086  -0.126  -0.14
N  -2.128  -0.744  -0.087  -0.02
N  -0.885  -1.097  -0.317  0.03
N  -0.191  -0.016  -0.235  -0.20
H  -3.211  1.075  0.380  0.12
H  -0.487  2.034  0.006  0.08
H  3.258  -0.915  0.270  0.09
H  1.881  -2.041  0.347  0.04
H  1.583  1.146  -0.382  0.18

=====

(6)
3 unconnected molecules or ions with the total composition C5H12O, computed with the ωB97M-V functional and the def2-TZVPD basis.

Summary:
- Energy relative to the best compared isomer or geometry (same formula, charge and spin): 2.550 eV
- LUMO level: 0.9 eV
- Total charge: 0
- Frontier orbital gap: 0.3809 Eh
- Molar mass: 88.15 g/mol

Each line ends with the Löwdin charge.
Atoms and positions in Å:
C  1.325  0.781  -1.220  -0.08
C  0.785  0.342  0.117  -0.43
C  0.524  1.432  1.120  -0.07
C  0.631  -0.944  0.435  -0.02
C  -1.688  -1.502  -0.973  -0.20
O  -2.682  -1.131  -0.400  -0.05
H  1.238  -0.006  -1.977  0.07
H  2.384  1.048  -1.133  0.08
H  0.799  1.670  -1.587  0.07
H  -2.045  1.379  -1.493  0.06
H  1.485  1.821  1.481  0.09
H  -0.036  1.061  1.983  0.08
H  -0.022  2.275  0.683  0.08
H  0.918  -1.740  -0.250  0.07
H  0.232  -1.246  1.400  0.08
H  -1.230  -2.488  -0.773  0.08
H  -1.181  -0.885  -1.741  0.06
H  -2.479  0.854  -1.185  0.04

=====

(7)
A molecular structure, C9H13N3S in a non-equilibrium geometry, computed with the ωB97M-V functional and the def2-TZVPD basis.

Summary:
- Energy relative to the best compared isomer or geometry (same formula, charge and spin): 6.518 eV
- LUMO level: 0.3 eV
- Total charge: 0
- Frontier orbital gap: 0.3074 Eh
- Molar mass: 195.29 g/mol

Each line ends with the Löwdin charge.
Atoms and positions in Å:
C  -2.274  1.729  1.866  -0.35
C  -0.607  1.771  2.139  -0.20
C  0.480  -0.328  1.227  -0.84
C  0.656  -0.605  -1.137  -0.25
C  -0.111  -0.441  -2.384  -0.03
C  0.572  -0.852  -3.539  -0.12
C  1.957  -1.425  -3.622  -0.09
C  2.550  -1.644  -2.323  -0.12
C  1.867  -1.440  -1.023  -0.06
H  -1.948  -0.127  3.287  0.23
H  -3.703  0.306  1.931  0.17
H  -2.777  2.728  2.180  0.13
H  -2.305  1.483  0.818  0.06
H  -0.370  2.293  3.002  0.09
H  -0.192  2.393  1.326  0.11
H  0.541  0.231  3.093  0.12
H  -0.326  0.830  0.052  0.12
H  -1.227  -0.122  -2.359  0.14
H  0.020  -0.868  -4.476  0.08
H  2.843  -1.477  -4.558  0.17
H  3.400  -2.280  -2.204  0.07
H  2.352  -1.754  0.056  0.01
N  -2.834  0.762  2.722  -0.14
N  0.000  0.514  2.230  -0.09
N  0.166  -0.033  -0.023  0.06
S  1.267  -1.645  1.718  0.75

=====

(8)
A molecular structure, C35H64Br18Cl11O4P in a non-equilibrium geometry, computed with the ωB97M-V functional and the def2-TZVPD basis.

Summary:
- LUMO level: -0.4 eV
- Total charge: 0
- Frontier orbital gap: 0.2634 Eh
- Molar mass: 2408.12 g/mol

Each line ends with the Löwdin charge.
Atoms and positions in Å:
C  5.178  0.230  1.258  -0.13
C  3.808  -0.227  1.727  -0.28
C  2.715  0.381  0.878  -0.25
C  1.470  -0.468  1.039  -0.26
P  0.078  0.195  0.126  1.02
C  0.447  0.407  -1.608  -0.27
C  -0.697  0.194  -2.586  -0.25
C  -0.287  0.276  -4.024  -0.26
C  -1.327  -0.048  -5.087  -0.13
C  -1.383  -0.810  0.388  -0.23
C  -1.538  -1.114  1.903  -0.25
C  -2.964  -1.546  2.273  -0.26
C  -3.540  -2.744  1.539  -0.17
C  -0.186  1.831  0.801  -0.28
C  -1.398  2.577  0.266  -0.27
C  -1.456  4.031  0.657  -0.24
C  -2.856  4.634  0.427  -0.10
H  5.310  1.299  1.230  0.01
H  5.372  -0.138  0.249  0.04
H  5.917  -0.313  1.857  0.06
H  3.678  0.106  2.757  0.07
H  3.796  -1.320  1.679  0.10
H  3.009  0.472  -0.164  0.08
H  2.464  1.372  1.250  0.08
H  1.079  -0.672  2.045  0.10
H  1.704  -1.487  0.703  0.10
H  1.299  -0.256  -1.856  0.09
H  1.028  1.329  -1.800  0.07
H  -1.423  0.985  -2.345  0.10
H  -1.202  -0.746  -2.343  0.10
H  0.537  -0.418  -4.262  0.09
H  0.195  1.233  -4.266  0.13
H  -0.964  -0.044  -6.116  0.02
H  -2.209  0.599  -5.032  0.07
H  -1.714  -1.075  -4.981  0.03
H  -1.386  -1.768  -0.126  0.09
H  -2.250  -0.209  0.082  0.09
H  -1.167  -0.313  2.549  0.06
H  -0.910  -1.974  2.189  0.06
H  -3.604  -0.677  2.135  0.04
H  -2.907  -1.763  3.348  0.09
H  -4.020  -2.482  0.594  0.05
H  -4.290  -3.232  2.158  0.04
H  -2.773  -3.493  1.302  0.04
H  0.683  2.468  0.596  0.07
H  -0.261  1.779  1.896  0.08
H  -2.341  2.043  0.444  0.07
H  -1.342  2.522  -0.836  0.11
H  -0.740  4.645  0.108  0.12
H  -1.160  4.122  1.713  0.09
H  -2.739  5.712  0.272  0.06
H  -3.591  4.395  1.188  0.04
H  -3.244  4.323  -0.554  0.04
Cl  2.954  3.515  -1.296  -0.49
O  0.763  -2.900  -1.100  0.15
C  1.215  -3.214  -2.110  -0.54
O  0.749  -2.713  -3.256  0.01
C  1.415  -3.354  -4.383  -0.21
C  2.720  -3.877  -3.811  -0.15
C  2.270  -4.254  -2.405  -0.05
H  1.471  -2.499  -5.055  0.09
H  0.781  -4.113  -4.837  0.06
H  3.464  -3.084  -3.870  0.08
H  3.115  -4.687  -4.421  0.10
H  3.028  -4.256  -1.633  0.13
H  1.727  -5.200  -2.491  0.14
O  -0.792  0.144  4.542  0.07
C  -0.246  0.423  5.561  -0.53
O  1.069  0.708  5.602  -0.02
C  1.597  0.761  6.940  -0.15
C  0.346  0.835  7.856  -0.13
C  -0.797  0.341  6.969  -0.07
H  2.184  1.666  7.068  0.13
H  2.213  -0.113  7.127  0.08
H  0.238  1.831  8.274  0.11
H  0.565  0.171  8.696  0.11
H  -1.701  0.917  7.159  0.12
H  -1.067  -0.691  7.202  0.12
C  -3.587  2.190  4.009  -1.02
Cl  -3.748  3.923  4.158  0.56
Cl  -4.888  1.432  3.044  0.52
H  -2.634  1.958  3.550  0.01
H  -3.652  1.663  4.950  0.02
C  -0.879  -1.103  -9.696  -1.06
Cl  -2.430  -0.511  -9.100  0.51
Cl  0.476  -0.555  -8.718  0.51
H  -0.964  -2.178  -9.775  0.00
H  -0.681  -0.715  -10.688  0.02
C  4.341  0.641  -3.620  -0.98
Cl  4.734  -0.738  -2.573  0.52
Cl  3.858  0.103  -5.250  0.49
H  3.487  1.136  -3.171  -0.03
H  5.198  1.290  -3.705  0.03
C  2.577  4.394  2.331  -1.00
Cl  3.221  5.925  2.935  0.48
Cl  1.365  3.708  3.466  0.50
H  2.011  4.597  1.440  -0.02
H  3.383  3.684  2.290  0.00
C  -3.727  8.781  -0.678  -1.05
Cl  -2.067  9.300  -0.338  0.50
Cl  -4.027  8.340  -2.352  0.52
H  -3.859  7.965  0.023  0.00
H  -4.407  9.568  -0.381  0.02
C  4.485  -3.355  4.863  -1.64
Br  5.989  -3.452  3.675  0.60
Br  4.076  -1.491  5.210  0.60
Br  4.626  -4.390  6.473  0.59
H  3.628  -3.757  4.352  -0.06
C  6.689  3.944  0.169  -1.64
Br  7.692  2.636  1.195  0.59
Br  7.662  4.424  -1.431  0.55
Br  6.050  5.451  1.131  0.60
H  5.807  3.418  -0.174  -0.09
C  -5.855  0.423  -1.834  -1.62
Br  -6.712  -0.584  -0.440  0.57
Br  -4.834  -0.690  -3.030  0.58
Br  -4.825  1.944  -1.245  0.62
H  -6.676  0.882  -2.355  -0.04
C  -0.078  -4.627  -7.571  -1.59
Br  -0.870  -3.033  -6.872  0.69
Br  -0.782  -6.292  -6.907  0.60
Br  1.861  -4.638  -7.476  0.63
H  -0.332  -4.606  -8.615  -0.05
C  -0.944  -3.771  4.619  -1.60
Br  0.623  -2.871  5.277  0.65
Br  -1.695  -4.964  5.929  0.60
Br  -0.529  -4.702  2.976  0.62
H  -1.721  -3.072  4.360  -0.06
C  -6.407  -5.757  -0.855  -1.65
Br  -5.214  -5.468  0.636  0.64
Br  -5.765  -7.197  -1.980  0.57
Br  -6.946  -4.205  -1.814  0.59
H  -7.280  -6.177  -0.390  -0.05